{"formula": "C12H33FeN3O7P", "method": "ωB97M-V with the def2-TZVPD basis set", "max_force_ev_per_a": 2.08, "lumo_energy_ev": [2.22, 2.21], "homo_ev": [-3.0, -3.1], "homo_lumo_gap_ha": [0.193, 0.196], "multiplicity": 5, "s_squared": 6.010, "total_charge": -1, "total_energy_ev": -75462.1836, "elements": ["Fe", "P", "O", "O", "O", "O", "C", "C", "C", "O", "C", "N", "H", "H", "H", "H", "H", "H", "H", "H", "H", "H", "H", "C", "C", "C", "O", "C", "N", "H", "H", "H", "H", "H", "H", "H", "H", "H", "H", "H", "C", "C", "C", "O", "C", "N", "H", "H", "H", "H", "H", "H", "H", "H", "H", "H", "H"], "positions_angstrom": [[-0.299879, 0.325940, 1.044795], [-2.248309, -0.525534, 2.500924], [-1.394988, 0.850633, 2.525365], [-3.646536, -0.128647, 2.902436], [-1.554282, -1.538418, 3.430222], [-1.974386, -0.889980, 0.969324], [-2.588637, 0.860695, -2.505664], [-1.511796, 1.738251, -1.852422], [-1.733397, 3.217685, -2.114372], [-3.029707, 3.567660, -1.730280], [-3.280794, 4.953869, -1.902428], [-1.468932, 1.478987, -0.387995], [-2.539904, -0.151274, -2.094602], [-2.420675, 0.747927, -3.582788], [-3.596250, 1.234636, -2.336628], [-0.570173, 1.422070, -2.317053], [-1.544325, 3.425102, -3.180174], [-0.994427, 3.785523, -1.525115], [-4.273923, 5.150034, -1.502119], [-3.259393, 5.212262, -2.963486], [-2.573007, 5.529918, -1.298279], [-2.025222, 0.610789, -0.250541], [-2.058807, 2.159957, 0.086415], [3.316449, 2.596618, -0.290032], [2.042959, 1.753220, -0.227754], [2.244855, 0.332506, -0.691862], [0.959702, -0.292373, -0.724670], [0.905018, -1.427378, -1.569994], [1.435299, 1.729498, 1.122140], [3.629224, 2.693352, -1.334909], [4.134923, 2.124347, 0.262013], [3.177555, 3.593524, 0.124110], [1.280197, 2.256196, -0.827953], [2.877539, -0.242119, -0.001649], [2.701260, 0.305976, -1.686157], [-0.149121, -1.627250, -1.754811], [1.413328, -2.283733, -1.119473], [1.365614, -1.228297, -2.546888], [1.233002, 2.675085, 1.433925], [2.116207, 1.410095, 1.811364], [2.175327, -3.137740, 2.953616], [1.389760, -2.474572, 1.824197], [0.359239, -3.383509, 1.195171], [1.076048, -4.369153, 0.430459], [0.213850, -5.229115, -0.240620], [0.763159, -1.215554, 2.222082], [2.966064, -2.467674, 3.301331], [2.619421, -4.078195, 2.622258], [1.531403, -3.343413, 3.814370], [2.155638, -2.283507, 1.050758], [-0.306201, -2.829595, 0.528978], [-0.212594, -3.888598, 1.981442], [-0.451545, -5.788474, 0.431869], [0.817829, -5.940923, -0.808776], [-0.441918, -4.717520, -0.964247], [1.354394, -0.802174, 2.944520], [-0.106137, -1.457637, 2.819662]], "forces_ev_per_angstrom": [[0.23, -0.05, 0.87], [-1.03, 1.50, 1.00], [0.84, 0.14, 0.08], [0.07, -0.90, -0.67], [0.21, -0.29, -0.46], [-0.40, -0.71, -0.23], [0.09, -0.23, -0.30], [-0.50, -0.49, 0.39], [0.70, -0.39, -0.15], [-0.33, 0.49, -0.07], [-0.18, -0.67, 0.50], [-1.04, 0.02, -1.27], [0.03, 0.08, 0.10], [-0.06, 0.23, -0.01], [0.03, 0.07, 0.07], [0.22, 0.28, 0.24], [-0.17, 0.12, 0.02], [-0.03, 0.07, -0.06], [-0.06, -0.05, -0.09], [0.19, 0.24, -0.01], [0.14, 0.20, -0.29], [0.15, 0.13, 0.45], [0.18, 0.08, 0.12], [0.25, -0.50, -0.36], [-0.11, 1.02, 0.94], [-0.53, -0.37, 0.07], [0.67, 0.32, -0.74], [-0.12, -0.11, -0.21], [0.84, 0.09, 0.13], [0.10, 0.10, 0.10], [-0.04, -0.02, 0.00], [-0.19, 0.01, -0.01], [0.03, -0.33, -0.33], [0.16, 0.19, 0.02], [-0.03, 0.04, -0.04], [0.00, -0.21, 0.25], [-0.16, -0.07, 0.03], [0.07, 0.20, 0.11], [-0.41, -0.04, -0.22], [-0.04, -0.28, -0.14], [-0.34, -0.14, 0.26], [0.71, 0.30, -0.26], [0.32, -0.43, -0.05], [0.09, 0.26, 0.16], [-0.36, -0.43, -0.47], [0.66, -0.34, 0.77], [0.07, -0.04, -0.07], [0.05, 0.03, -0.02], [-0.07, 0.01, -0.09], [-0.22, 0.09, -0.15], [-0.22, 0.11, 0.27], [-0.26, 0.16, -0.12], [0.13, 0.06, 0.10], [0.02, -0.01, 0.11], [0.11, 0.18, 0.15], [0.08, 0.14, -0.22], [-0.53, 0.12, -0.20]], "lowdin_charge": [0.600, 0.005, -0.472, -0.423, -0.415, -0.473, -0.047, -0.390, -0.240, -0.184, -0.097, 0.029, 0.078, 0.073, 0.081, 0.119, 0.126, 0.122, 0.088, 0.085, 0.087, 0.050, 0.104, -0.060, -0.406, -0.172, -0.260, -0.067, 0.033, 0.077, 0.079, 0.074, 0.129, 0.134, 0.128, 0.100, 0.084, 0.091, 0.104, 0.096, -0.057, -0.426, -0.179, -0.207, -0.147, -0.003, 0.068, 0.071, 0.087, 0.114, 0.104, 0.140, 0.089, 0.080, 0.087, 0.086, 0.024]}

***

{"formula": "C18H25F6N4O2PPtS", "method": "ωB97M-V with the def2-TZVPD basis set", "max_force_ev_per_a": 2.15, "lumo_energy_ev": [-9.26, -13.03], "homo_ev": [-18.5, -18.5], "homo_lumo_gap_ha": [0.341, 0.202], "multiplicity": 6, "s_squared": 8.842, "total_charge": 3, "total_energy_ev": -68773.5366, "elements": ["Pt", "C", "C", "C", "C", "C", "C", "C", "S", "O", "O", "N", "C", "C", "C", "C", "C", "N", "H", "H", "H", "H", "H", "H", "H", "H", "H", "H", "H", "C", "C", "N", "C", "C", "C", "C", "N", "H", "H", "H", "H", "H", "H", "H", "H", "H", "H", "H", "H", "H", "H", "F", "P", "F", "F", "F", "F", "F"], "positions_angstrom": [[0.147789, 0.718949, 0.478330], [-4.435170, -3.412147, -5.584101], [-3.656628, -2.528329, -4.729271], [-4.191751, -1.253566, -4.332587], [-3.510977, -0.455123, -3.458421], [-2.267844, -0.890334, -2.964841], [-1.686094, -2.107172, -3.365701], [-2.358579, -2.903034, -4.252881], [-1.309613, 0.222714, -1.945173], [-0.103220, -0.503396, -1.570108], [-1.239745, 1.492723, -2.571635], [-1.993362, 0.430816, -0.422212], [-2.437465, 1.570963, 0.132368], [-3.674253, 2.229128, -0.079261], [-3.946976, 3.362862, 0.661927], [-3.012204, 3.831673, 1.578624], [-1.787080, 3.135377, 1.738686], [-1.540400, 2.050435, 1.051678], [-5.484648, -3.461604, -5.262084], [-4.013727, -4.407176, -5.691980], [-4.533776, -2.960736, -6.590711], [-5.142453, -0.924686, -4.734264], [-3.902677, 0.514880, -3.180300], [-0.708110, -2.390119, -3.000931], [-1.905848, -3.825266, -4.594320], [-4.398361, 1.819565, -0.769746], [-4.883268, 3.886468, 0.520071], [-3.197782, 4.722072, 2.164535], [-1.010972, 3.495185, 2.402759], [5.123328, -0.516668, 1.816357], [4.174321, -0.883002, 2.975219], [2.784017, -0.588446, 2.707372], [2.223408, 0.546679, 3.413560], [1.900599, 0.166082, 4.871384], [2.031108, -1.407251, 1.923668], [2.565456, -2.758468, 1.562018], [0.839116, -1.042775, 1.514142], [6.134129, -0.768654, 2.129691], [5.073434, 0.551968, 1.625326], [4.900822, -1.039419, 0.888350], [4.470789, -0.336572, 3.865644], [4.291362, -1.953732, 3.163555], [1.309980, 0.867871, 2.929585], [2.957248, 1.352641, 3.386982], [1.115524, -0.589261, 4.908975], [1.554066, 1.055991, 5.392720], [2.773317, -0.209097, 5.404562], [2.930584, -3.298808, 2.435338], [3.392534, -2.658851, 0.855840], [1.793277, -3.357778, 1.087535], [0.347632, -1.809836, 1.066413], [2.622811, 0.825417, -0.239553], [2.584713, 2.536222, -0.291060], [3.876412, 2.536530, 0.607797], [1.088970, 2.377103, -1.000078], [2.383023, 4.067089, -0.192282], [3.309833, 2.509003, -1.653304], [1.633382, 2.364901, 1.215794]], "forces_ev_per_angstrom": [[0.61, 1.36, 1.55], [-0.13, -0.12, -0.11], [-0.08, -0.07, -0.09], [-0.03, 0.35, 0.19], [-0.19, 0.06, -0.14], [-0.06, 0.12, 0.10], [0.08, -0.24, -0.12], [0.28, 0.07, 0.20], [0.42, -0.39, 0.70], [-0.63, -0.33, -1.32], [-0.25, 0.01, -0.29], [0.37, 0.25, -0.43], [-0.38, -0.35, -0.29], [-0.02, 0.06, 0.07], [-0.10, 0.11, -0.06], [-0.23, 0.00, -0.13], [0.21, -0.15, -0.17], [0.43, -0.29, 0.31], [0.05, 0.01, 0.08], [0.01, 0.01, -0.01], [0.12, 0.07, 0.03], [-0.01, -0.09, -0.03], [0.00, -0.02, -0.01], [-0.02, 0.04, 0.02], [-0.11, -0.04, -0.02], [0.05, 0.02, -0.05], [0.00, 0.01, 0.05], [0.00, 0.00, 0.01], [0.00, 0.01, 0.01], [-0.16, 0.40, -0.22], [0.62, -0.51, 0.06], [0.03, 0.48, 0.02], [-0.25, 0.25, 0.23], [0.07, -0.26, 0.14], [-0.47, -0.68, -0.31], [0.10, -0.11, 0.05], [0.07, 0.44, -0.02], [-0.02, -0.06, 0.06], [0.02, 0.08, -0.05], [-0.04, -0.05, 0.06], [-0.11, 0.04, 0.02], [-0.16, 0.08, 0.11], [0.06, -0.01, -0.09], [0.06, -0.04, -0.11], [0.00, 0.02, -0.02], [0.00, 0.06, -0.08], [0.01, 0.03, -0.04], [-0.04, 0.01, -0.01], [-0.01, 0.03, 0.03], [-0.03, 0.02, -0.01], [0.15, -0.24, 0.09], [-0.39, 0.54, 0.11], [0.08, -0.95, 0.77], [0.01, -0.01, 0.01], [-0.20, -0.18, -0.10], [-0.07, 0.37, -0.04], [0.06, 0.15, -0.22], [0.21, -0.34, -0.48]], "lowdin_charge": [1.328, 0.030, -0.122, 0.071, 0.005, -0.166, 0.018, 0.077, 0.652, -0.364, -0.194, -0.071, -0.364, 0.094, 0.027, 0.086, -0.003, 0.009, 0.137, 0.112, 0.157, 0.153, 0.133, 0.133, 0.151, 0.137, 0.145, 0.146, 0.150, 0.003, -0.138, 0.051, -0.166, -0.004, -0.311, 0.045, 0.086, 0.109, 0.079, 0.082, 0.142, 0.140, 0.076, 0.153, 0.093, 0.103, 0.092, 0.112, 0.113, 0.103, 0.096, -0.248, 0.234, -0.089, -0.226, -0.047, -0.034, -0.316]}

***

> Look up the multiplicity of the first one.

5

***

> Among the records above, which one has the highest multiplicity?

C18H25F6N4O2PPtS

***

> What is the multiplicity in the first record?

5